1.
Below is a structure of composition C6H29O16Zn2 in a non-equilibrium geometry, with properties calculated with ωB97M-V with the def2-TZVPD basis set.

Results
maximum force	5.6	eV/A
electronic energy	-5008.3039	Eh
total charge	+1

Element x y z (Å)
Zn1 4.238 -2.422 0.283
Zn2 7.616 -3.799 -2.646
C1 5.005 -6.563 -1.075
C2 5.237 -5.055 -0.904
O1 6.241 -4.503 -1.330
O2 4.349 -4.397 -0.282
H1 5.919 -7.156 -1.090
H2 4.393 -6.853 -1.925
H3 4.511 -6.822 -0.135
C3 4.354 -4.598 -5.297
C4 5.205 -3.422 -4.885
O3 6.105 -3.650 -4.010
O4 4.926 -2.327 -5.370
H4 3.293 -4.404 -5.154
H5 4.539 -5.460 -4.646
H6 4.671 -4.833 -6.313
C5 7.236 0.468 -1.399
C6 7.021 -0.682 -2.340
O5 6.462 -0.419 -3.392
O6 7.376 -1.889 -2.003
H7 8.053 1.015 -1.872
H8 7.755 0.034 -0.534
H9 6.353 1.048 -1.162
O7 6.101 -1.912 -0.217
H10 6.534 -2.220 -1.074
H11 6.814 -1.512 0.298
O8 6.516 -9.795 -3.369
H12 6.009 -10.124 -4.117
H13 6.179 -8.907 -3.230
O9 5.133 -6.016 3.093
H14 4.216 -6.168 2.844
H15 5.363 -5.178 2.683
O10 4.687 -9.952 1.247
H16 4.880 -10.892 1.164
H17 5.007 -9.564 0.428
O11 4.236 -8.486 -4.157
H18 3.677 -7.810 -4.557
H19 3.694 -8.871 -3.460
O12 9.098 -4.074 -1.212
H20 9.146 -4.103 -0.252
H21 10.017 -4.105 -1.504
O13 8.015 -5.915 -3.078
H22 7.371 -6.277 -3.701
H23 8.630 -6.638 -2.905
O14 8.680 -6.602 0.750
H24 8.146 -5.926 1.175
H25 8.054 -7.317 0.553
O15 2.216 -2.714 0.811
H26 1.669 -2.329 1.511
H27 1.881 -3.617 0.694
O16 7.620 -8.997 -0.357
H28 6.839 -9.510 -0.583
H29 8.060 -9.513 0.329

=====

2.
Below is a structure of composition C6H2Cl3OSbSe4Tc, with properties calculated with ωB97M-V with the def2-TZVPD basis set.

Results
maximum force	0.8	eV/A
electronic energy	-11611.1956	Eh
total charge	+3

Element x y z (Å)
Tc1 -0.177 0.218 0.235
Cl1 2.049 -5.029 -3.969
C1 1.987 -3.693 -3.028
C2 0.690 -3.412 -2.362
C3 0.601 -2.327 -1.601
Cl2 -0.850 -1.850 -0.741
C4 1.748 -1.407 -1.420
O1 1.658 -0.388 -0.757
C5 3.065 -1.764 -2.104
Cl3 4.323 -0.730 -1.846
C6 3.133 -2.882 -2.880
H1 -0.129 -4.103 -2.528
H2 4.049 -3.159 -3.389
Se1 -0.069 4.697 2.738
Sb1 -1.838 3.313 2.631
Se2 -0.094 0.344 2.398
Se3 -1.167 2.002 -0.500
Se4 -3.887 2.440 2.914

=====

3.
Below is a structure of composition C6H2F5O7P2ReSSbSe4 in a non-equilibrium geometry, with properties calculated with ωB97M-V with the def2-TZVPD basis set.

Results
maximum force	8.8	eV/A
electronic energy	-12260.9606	Eh
total charge	+1

Element x y z (Å)
Re1 0.971 1.994 0.740
F1 0.345 -4.802 -1.135
C1 0.383 -3.724 -0.408
C2 -0.758 -3.088 -0.034
F2 -1.956 -3.535 -0.406
C3 -0.717 -1.974 0.745
F3 -1.848 -1.255 0.930
C4 0.525 -1.503 1.286
S1 0.713 -0.074 2.236
C5 1.656 -2.196 0.852
F4 2.831 -1.856 1.222
C6 1.624 -3.272 -0.064
F5 2.679 -3.994 -0.361
O1 -2.408 3.422 -3.091
P1 -2.013 2.368 -1.971
O2 -2.911 1.054 -1.945
O3 -1.902 3.119 -0.676
O4 -0.490 2.101 -2.499
P2 0.924 2.179 -1.850
O5 1.956 2.230 -2.941
O6 1.216 0.961 -0.933
O7 0.918 3.299 -0.857
H1 -1.741 4.193 -3.066
H2 2.246 2.687 -3.757
Se1 -1.033 -2.483 5.376
Sb1 -1.368 -0.599 3.784
Se2 -1.436 1.872 0.649
Se3 2.030 3.258 2.041
Se4 -0.436 -0.383 6.134

=====

4.
Below is a cluster of 8 separate species, C6H30N2O7 in total in a non-equilibrium geometry, with properties calculated with ωB97M-V with the def2-TZVPD basis set.

Results
maximum force	2.8	eV/A
electronic energy	-882.7667	Eh
SMILES string	CNCCNC(C)C.O.O.O.O.O.O.O

Element x y z (Å)
C1 -0.818 -0.686 -3.315
N1 -0.379 -0.454 -1.943
C2 0.696 0.578 -1.969
C3 1.236 0.720 -0.567
N2 0.641 1.910 0.064
C4 1.004 2.128 1.490
C5 2.331 2.886 1.522
C6 -0.171 2.762 2.230
H1 -0.103 -1.268 -3.891
H2 -1.105 0.200 -3.886
H3 -1.667 -1.376 -3.226
H4 -1.162 -0.101 -1.402
H5 1.450 0.370 -2.730
H6 0.219 1.487 -2.337
H7 0.921 -0.087 0.091
H8 2.319 0.924 -0.581
H9 0.731 2.803 -0.392
H10 1.195 1.158 1.966
H11 2.274 3.874 1.063
H12 2.749 2.854 2.531
H13 3.040 2.419 0.836
H14 -0.458 2.276 3.167
H15 0.054 3.815 2.370
H16 -1.152 2.718 1.744
O1 3.067 -2.213 -1.987
H17 2.180 -2.376 -1.623
H18 3.615 -2.498 -1.247
O2 0.111 -2.614 1.776
H19 0.534 -2.384 0.931
H20 0.349 -3.538 1.909
O3 -3.039 1.500 -1.262
H21 -2.415 2.224 -1.255
H22 -2.899 1.112 -0.376
O4 0.610 -2.892 -0.869
H23 0.060 -2.072 -0.976
H24 0.128 -3.540 -1.392
O5 -1.932 -2.618 -0.224
H25 -2.875 -2.788 -0.268
H26 -1.422 -2.871 0.537
O6 -0.875 -0.725 3.404
H27 -0.663 -1.497 2.857
H28 -0.784 -0.998 4.316
O7 -2.883 -0.191 0.890
H29 -2.499 -0.988 0.482
H30 -2.214 0.055 1.542

=====

5.
Below is a structure of composition C6H30NO10 in a non-equilibrium geometry, with properties calculated with ωB97M-V with the def2-TZVPD basis set.

Results
maximum force	4.4	eV/A
electronic energy	-1053.8560	Eh
total charge	-1

Element x y z (Å)
C1 -1.109 -1.177 0.957
N1 -0.927 -1.522 -0.482
C2 -1.194 -2.941 -0.751
C3 0.154 -3.726 -0.769
C4 1.232 -2.626 -0.754
C5 0.464 -1.289 -0.901
C6 0.461 -0.761 -2.364
O1 1.193 0.427 -2.429
H1 -0.819 -0.135 1.111
H2 -0.523 -1.748 1.663
H3 -2.210 -1.329 1.217
H4 -1.886 -3.382 0.014
H5 -1.710 -3.031 -1.785
H6 0.241 -4.367 -1.673
H7 0.270 -4.334 0.138
H8 1.789 -2.620 0.236
H9 1.977 -2.749 -1.620
H10 0.946 -0.463 -0.262
H11 -0.578 -0.582 -2.688
H12 0.918 -1.503 -3.063
H13 -1.929 0.279 -1.238
H14 -1.185 1.552 -1.188
O2 -2.072 1.185 -1.349
H15 0.690 2.839 -1.059
H16 0.741 1.192 -1.644
O3 0.392 2.030 -0.725
H17 -1.629 0.811 2.928
H18 -3.053 0.774 3.545
O4 -2.580 0.394 2.847
H19 -0.490 2.852 0.464
H20 -1.977 2.976 0.978
O5 -1.076 3.332 1.083
H21 -3.119 1.274 1.490
H22 -3.000 1.647 0.013
O6 -3.375 1.984 0.850
H23 2.203 0.445 1.219
H24 1.151 1.517 0.672
O7 1.693 1.223 1.443
H25 -0.599 2.450 2.513
H26 0.461 1.453 2.631
O8 -0.340 1.755 3.110
H27 3.745 -0.741 -2.418
H28 2.657 0.227 -2.039
O9 3.597 -0.088 -1.825
H29 4.081 -0.474 1.120
H30 3.360 -0.577 -0.234
O10 3.306 -0.800 0.724

=====

6.
Below is a cluster of 8 separate species, C6H30NO7 in total in a non-equilibrium geometry, with properties calculated with ωB97M-V with the def2-TZVPD basis set.

Results
maximum force	1.2	eV/A
electronic energy	-827.8850	Eh
total charge	+1

Element x y z (Å)
C1 -2.612 1.481 -2.401
C2 -2.076 0.412 -1.457
C3 -0.686 0.749 -0.903
C4 0.410 0.340 -1.881
C5 1.743 1.065 -1.676
C6 2.339 1.091 -0.276
N1 2.688 -0.272 0.236
H1 -1.931 1.719 -3.219
H2 -3.555 1.158 -2.844
H3 -2.807 2.419 -1.871
H4 -2.031 -0.551 -1.970
H5 -2.775 0.240 -0.634
H6 -0.610 1.818 -0.696
H7 -0.554 0.208 0.034
H8 0.565 -0.744 -1.905
H9 0.103 0.552 -2.910
H10 2.498 0.640 -2.352
H11 1.629 2.103 -2.000
H12 1.662 1.563 0.440
H13 3.234 1.711 -0.266
H14 2.939 -0.254 1.253
H15 1.860 -0.942 0.166
H16 3.473 -0.634 -0.304
H17 -2.335 0.714 2.545
H18 -1.209 1.703 3.014
O1 -1.655 0.845 3.219
H19 -1.316 -2.981 -1.466
H20 -1.487 -4.087 -0.342
O2 -1.308 -3.128 -0.487
H21 -0.838 3.959 2.584
H22 0.277 3.321 3.456
O3 -0.275 3.203 2.669
H23 -0.480 -0.453 3.222
H24 -0.161 -1.828 3.901
O4 0.177 -1.203 3.251
H25 1.796 -0.465 3.236
H26 3.275 -0.339 3.690
O5 2.671 -0.072 2.994
H27 -1.043 -3.398 -3.856
H28 -2.066 -2.238 -3.633
O6 -1.300 -2.690 -3.235
H29 0.649 -1.925 1.650
H30 0.173 -2.581 0.263
O7 0.948 -2.227 0.759

=====

7.
Below is a cluster of 9 separate species, C6H30O9 in total in a non-equilibrium geometry, with properties calculated with ωB97M-V with the def2-TZVPD basis set.

Results
maximum force	1.9	eV/A
electronic energy	-923.7351	Eh
SMILES string	CCO.CCO.CCO.O.O.O.O.O.O

Element x y z (Å)
C1 -0.633 0.690 -2.675
C2 -1.202 1.390 -1.419
O1 -0.808 0.778 -0.195
H1 -0.723 -0.407 -2.678
H2 0.379 0.881 -3.014
H3 -1.262 1.051 -3.540
H4 -2.281 1.413 -1.573
H5 -0.746 2.394 -1.281
H6 -0.689 -0.179 -0.127
C3 1.748 3.696 2.819
C4 0.716 3.177 1.835
O2 1.121 1.910 1.335
H7 1.896 3.069 3.669
H8 1.473 4.668 3.262
H9 2.715 3.875 2.399
H10 0.689 3.980 1.116
H11 -0.208 3.024 2.392
H12 0.498 1.572 0.669
C5 2.495 -0.218 -0.770
C6 2.982 -1.514 -1.366
O3 2.404 -1.555 -2.709
H13 2.851 0.611 -1.366
H14 2.815 -0.059 0.266
H15 1.386 -0.198 -0.655
H16 2.704 -2.388 -0.787
H17 4.084 -1.588 -1.570
H18 1.778 -2.312 -2.783
O4 0.052 -3.146 -1.777
H19 -0.178 -4.092 -1.805
H20 0.083 -2.851 -0.794
O5 -2.598 -2.258 -1.997
H21 -1.720 -2.594 -1.900
H22 -2.867 -2.276 -2.915
O6 -4.667 0.536 2.107
H23 -4.206 -0.294 2.095
H24 -5.035 0.640 2.955
O7 -3.055 -1.596 0.606
H25 -2.489 -0.813 0.419
H26 -3.065 -2.145 -0.180
O8 -0.287 -1.829 0.807
H27 0.357 -1.582 1.511
H28 -1.147 -2.058 1.231
O9 1.229 -0.677 2.748
H29 1.986 -0.891 3.307
H30 1.425 0.167 2.327

=====

8.
Below is a cluster of 9 separate species, C6H31N2O8 in total in a non-equilibrium geometry, with properties calculated with ωB97M-V with the def2-TZVPD basis set.

Results
maximum force	2.3	eV/A
electronic energy	-958.4039	Eh
total charge	+1

Element x y z (Å)
N1 -1.503 -1.371 0.369
C1 -0.190 -0.656 0.462
C2 -0.110 0.627 -0.341
C3 -0.214 1.887 0.491
C4 -0.757 1.908 1.703
C5 0.901 -1.713 0.005
N2 2.165 -1.415 0.658
C6 3.129 -0.686 -0.150
H1 -1.696 -1.739 -0.574
H2 -1.465 -2.156 1.036
H3 -2.340 -0.821 0.597
H4 0.057 -0.651 1.517
H5 -0.747 0.608 -1.222
H6 0.868 0.699 -0.817
H7 0.111 2.801 0.006
H8 -0.835 2.865 2.202
H9 -1.136 1.035 2.212
H10 0.530 -2.705 0.255
H11 0.984 -1.605 -1.079
H12 2.619 -2.160 1.166
H13 4.017 -0.351 0.381
H14 3.359 -1.137 -1.121
H15 2.707 0.280 -0.440
H16 -4.793 0.592 -0.322
H17 -3.567 1.309 0.427
O1 -4.026 0.487 0.243
H18 1.010 3.456 -3.693
H19 2.164 2.495 -3.882
O2 1.476 2.737 -3.248
H20 -1.890 -2.237 -2.989
H21 -1.136 -0.982 -3.136
O3 -1.231 -1.726 -2.504
H22 -0.294 0.665 -4.369
H23 0.384 1.346 -3.142
O4 -0.278 0.671 -3.408
H24 -1.763 -2.866 3.295
H25 -0.157 -2.844 3.204
O5 -1.006 -2.794 2.718
H26 2.767 -0.112 2.188
H27 3.065 1.286 2.710
O6 2.697 0.438 2.975
H28 -1.879 2.949 -1.929
H29 -3.393 3.293 -2.086
O7 -2.770 2.667 -1.713
H30 1.505 -1.292 3.030
H31 1.449 -1.259 4.532
O8 1.211 -1.821 3.785

=====

9.
Below is a cluster of 9 separate species, C6H31NO8 in total in a non-equilibrium geometry, with properties calculated with ωB97M-V with the def2-TZVPD basis set.

Results
maximum force	2.3	eV/A
electronic energy	-903.8481	Eh
SMILES string	CCCNCCC.O.O.O.O.O.O.O.O

Element x y z (Å)
C1 0.381 -1.469 2.383
C2 0.526 -0.577 1.155
C3 -0.878 -0.218 0.546
N1 -0.759 0.967 -0.364
C4 -1.309 2.225 0.253
C5 -0.799 2.669 1.629
C6 -1.791 2.609 2.832
H1 -0.028 -2.471 2.218
H2 1.358 -1.628 2.858
H3 -0.198 -1.061 3.235
H4 0.907 0.388 1.448
H5 1.227 -1.012 0.445
H6 -1.226 -1.029 -0.106
H7 -1.599 0.041 1.325
H8 0.155 1.112 -0.743
H9 -1.343 3.114 -0.369
H10 -2.347 1.906 0.429
H11 -0.584 3.738 1.512
H12 0.139 2.227 1.957
H13 -1.174 2.839 3.716
H14 -2.214 1.588 2.855
H15 -2.606 3.309 2.771
O1 -0.900 -2.376 -3.057
H16 -1.244 -2.327 -3.962
H17 -0.605 -1.408 -2.959
O2 3.490 -0.234 1.162
H18 4.368 0.163 1.078
H19 2.910 0.378 0.634
O3 2.729 1.653 -0.397
H20 2.315 1.120 -1.148
H21 3.567 2.014 -0.694
O4 2.983 -2.201 -1.333
H22 2.300 -2.841 -1.095
H23 3.248 -1.774 -0.484
O5 -0.044 0.071 -3.366
H24 -0.465 0.534 -2.618
H25 0.905 -0.038 -3.105
O6 2.500 0.062 -2.478
H26 3.260 0.442 -2.948
H27 2.754 -0.905 -2.304
O7 -3.684 -1.522 1.213
H28 -4.596 -1.582 0.926
H29 -3.209 -1.526 0.363
O8 -3.077 -2.105 -1.589
H30 -3.148 -3.023 -1.863
H31 -2.197 -1.841 -1.959

=====

10.
Below is a cluster of 11 separate species, C6H32BF4O14S2 in total in a non-equilibrium geometry, with properties calculated with ωB97M-V with the def2-TZVPD basis set.

Results
maximum force	4.7	eV/A
electronic energy	-2522.0567	Eh
total charge	-1

Element x y z (Å)
B1 24.104 -35.145 -18.077
F1 24.967 -36.266 -17.731
F2 24.464 -34.524 -19.261
F3 22.867 -35.556 -18.083
F4 24.212 -34.250 -17.053
O1 34.281 -36.628 -18.852
S1 33.198 -35.783 -19.407
O2 32.272 -35.110 -18.483
O3 33.784 -34.731 -20.499
C1 34.720 -35.107 -21.557
C2 34.580 -33.932 -22.642
C3 32.125 -36.868 -20.523
H1 34.444 -36.023 -22.080
H2 35.765 -35.134 -21.249
H3 35.061 -33.033 -22.257
H4 33.554 -33.578 -22.737
H5 34.946 -34.080 -23.658
H6 31.701 -36.135 -21.209
H7 31.418 -37.314 -19.823
H8 32.947 -37.381 -21.021
O4 11.753 -36.426 -15.771
S2 11.308 -35.047 -15.952
O5 10.164 -34.539 -15.192
O6 12.698 -34.101 -15.772
C4 13.788 -34.278 -16.670
C5 14.866 -35.158 -16.070
C6 10.913 -34.783 -17.704
H9 14.169 -33.318 -17.019
H10 13.355 -34.659 -17.595
H11 15.649 -35.421 -16.781
H12 14.365 -36.056 -15.707
H13 15.266 -34.506 -15.294
H14 10.933 -33.783 -18.138
H15 9.870 -35.101 -17.684
H16 11.515 -35.386 -18.384
O7 27.490 -35.348 -13.526
H17 27.722 -36.002 -12.867
H18 26.954 -35.826 -14.159
O8 19.510 -34.029 -21.059
H19 19.296 -34.948 -21.215
H20 20.334 -34.054 -20.573
O9 22.414 -40.261 -17.498
H21 22.558 -39.321 -17.392
H22 22.185 -40.366 -18.422
O10 20.929 -31.380 -16.162
H23 21.619 -32.043 -16.117
H24 20.871 -31.158 -17.091
O11 24.074 -36.648 -23.439
H25 24.274 -36.034 -22.733
H26 24.174 -37.513 -23.041
O12 27.985 -33.653 -23.298
H27 27.385 -33.302 -23.956
H28 27.457 -33.718 -22.502
O13 22.632 -29.265 -21.773
H29 23.262 -29.554 -21.114
H30 22.940 -29.660 -22.589
O14 25.912 -30.369 -12.377
H31 25.014 -30.096 -12.562
H32 25.871 -31.325 -12.347

=====

11.
Below is a cluster of 9 separate species, C6H32N2O8 in total in a non-equilibrium geometry, with properties calculated with ωB97M-V with the def2-TZVPD basis set.

Results
maximum force	9.3	eV/A
electronic energy	-958.9848	Eh
SMILES string	CCCCNCCN.O.O.O.O.O.O.O.O

Element x y z (Å)
C1 -2.106 1.369 2.666
C2 -0.586 1.250 2.818
C3 0.540 0.389 1.972
C4 0.111 0.596 0.548
N1 1.069 -0.115 -0.392
C5 0.302 -0.457 -1.668
C6 1.146 -0.093 -2.877
N2 1.082 1.366 -2.804
H1 -2.379 1.251 1.572
H2 -2.519 0.354 2.763
H3 -2.558 2.232 3.166
H4 -0.390 1.051 3.830
H5 -0.212 2.242 2.764
H6 0.500 -0.483 2.546
H7 1.507 0.662 2.100
H8 0.497 1.554 0.168
H9 -0.887 0.217 0.301
H10 1.784 0.430 -0.440
H11 -0.737 -0.218 -1.545
H12 0.400 -1.653 -1.623
H13 2.111 -0.591 -2.919
H14 0.610 -0.520 -3.768
H15 1.031 1.828 -3.790
H16 2.094 1.753 -2.371
O1 -1.001 4.169 -0.317
H17 -1.214 3.591 -1.085
H18 -1.727 4.157 0.325
O2 -2.225 1.979 -1.301
H19 -1.266 1.855 -1.286
H20 -2.284 1.944 -2.244
O3 -0.893 -4.148 -0.113
H21 -0.261 -3.841 -0.824
H22 -1.539 -3.345 -0.274
O4 1.859 -3.190 -2.156
H23 0.999 -3.486 -2.031
H24 2.122 -2.688 -1.386
O5 2.167 -2.831 1.235
H25 2.338 -2.019 1.705
H26 2.958 -3.143 0.961
O6 2.537 2.370 -0.750
H27 3.251 2.877 -0.690
H28 1.773 2.622 -1.146
O7 -3.501 -1.184 0.758
H29 -2.582 -0.829 0.865
H30 -3.428 -1.833 1.548
O8 -0.418 -2.411 1.961
H31 -0.157 -1.862 1.213
H32 0.085 -3.169 2.013